{
  "formula": "C36H77NO15",
  "method": "ωB97M-V/def2-TZVPD",
  "total_charge": 0,
  "homo_lumo_gap_ev": 9.42,
  "species": ["C", "H", "H", "C", "H", "O", "H", "O", "H", "O", "H", "H", "H", "H", "H", "H", "C", "H", "H", "H", "C", "H", "C", "C", "O", "H", "O", "C", "C", "H", "H", "H", "H", "C", "H", "C", "H", "O", "H", "H", "C", "H", "H", "N", "C", "H", "H", "H", "O", "C", "H", "H", "O", "H", "C", "H", "H", "H", "H", "O", "C", "H", "C", "H", "C", "H", "H", "H", "C", "H", "H", "C", "C", "H", "O", "H", "C", "H", "H", "H", "C", "O", "H", "H", "H", "C", "H", "H", "C", "H", "H", "C", "H", "H", "H", "H", "H", "H", "H", "C", "C", "H", "H", "C", "H", "H", "O", "H", "C", "H", "H", "H", "C", "O", "O", "O", "C", "C", "C", "H", "C", "H", "C", "H", "H", "C", "H", "H", "H"],
  "positions_angstrom": [[-1.21, -4.77, -6.15], [-4.18, 1.47, 10.43], [-8.68, 2.74, 13.47], [-3.19, 1.94, 8.60], [-0.39, -3.07, -7.19], [2.76, -1.41, -0.81], [-9.87, 5.28, 10.65], [-6.97, 3.05, 12.32], [2.98, 0.43, 0.16], [0.38, -0.04, 0.25], [-0.69, 0.60, -1.40], [1.08, 0.45, -1.65], [-7.96, 3.89, 9.98], [-0.05, -0.38, 6.42], [-1.07, -4.26, -9.22], [-0.99, 5.12, 0.81], [-1.36, 4.65, -0.10], [0.10, -1.69, -0.97], [7.63, -0.62, -6.52], [-7.30, 3.54, 14.26], [0.11, 0.68, 6.20], [-0.33, 6.39, -3.29], [7.03, -0.90, -5.67], [0.32, 1.63, 3.05], [0.45, -4.83, -7.91], [-1.69, 8.33, -2.64], [-2.33, 6.36, -2.71], [5.08, -0.52, -4.30], [-0.52, 3.49, 4.25], [3.67, -3.65, -9.28], [-1.56, -6.53, -8.01], [1.91, -3.02, 0.09], [4.20, 0.05, -4.06], [1.90, -1.93, 0.19], [0.45, 1.18, 7.10], [-0.82, 4.49, -2.41], [-3.56, 0.05, 9.57], [-0.37, 4.85, -1.11], [4.35, -0.71, 0.32], [-3.26, -6.12, -8.32], [0.68, 0.44, 3.91], [-2.24, 2.11, 9.12], [-1.52, -4.18, -5.28], [9.21, -2.71, -7.34], [-2.49, -6.18, -7.55], [-2.31, 5.10, -0.38], [-5.56, -1.20, 8.90], [9.41, -1.77, -7.01], [1.11, 0.84, 5.21], [0.48, -1.44, 0.02], [-3.48, 1.28, 5.40], [-10.57, 4.68, 12.17], [-0.83, 2.31, 3.54], [6.84, -4.46, -10.44], [8.53, -2.53, -8.53], [5.54, -2.76, -8.32], [1.17, 2.31, 2.97], [2.27, -1.68, 1.19], [9.06, -4.38, -6.07], [-9.63, 3.26, 11.06], [8.53, -3.46, -6.27], [4.64, -4.65, -10.39], [-8.42, 2.97, 10.37], [-4.69, -0.55, 7.49], [5.87, -0.18, -5.40], [0.50, -3.43, -9.45], [-0.18, 4.27, 3.56], [4.04, 0.11, -1.23], [4.46, -4.39, -9.35], [-7.23, 1.80, 13.95], [-8.81, 4.91, 12.04], [-9.71, 4.61, 11.50], [5.74, -3.74, -8.77], [-1.50, 3.58, 0.09], [8.55, -2.71, -5.08], [-6.57, 1.95, 10.65], [-0.07, -4.06, -6.84], [0.43, 1.77, -0.66], [-2.93, 7.84, -1.47], [-3.68, 2.91, 8.47], [-2.02, 7.52, -1.97], [8.16, -3.67, -9.14], [6.11, -4.37, -7.97], [-0.84, 1.13, 5.89], [4.83, -6.09, -8.00], [-4.05, 1.02, 9.44], [0.25, 3.32, 5.00], [3.56, -6.36, -9.17], [-1.18, 5.70, -3.23], [-0.88, -5.75, -5.79], [6.88, -3.17, -3.16], [-7.44, 2.23, 11.25], [7.50, -3.70, -6.51], [-6.44, -0.32, 7.64], [-1.66, 3.80, -2.35], [-1.42, 5.38, -4.25], [-2.81, -6.90, -6.79], [-1.25, 7.33, -1.22], [6.78, -2.72, -10.40], [-3.66, 1.90, 6.28], [3.57, -0.34, -0.35], [-7.89, 1.31, 11.64], [3.30, -5.27, -7.78], [-7.59, 2.76, 13.56], [4.82, -1.88, -2.67], [-3.34, 2.92, 6.05], [-2.88, 1.37, 7.34], [-8.68, 2.33, 9.52], [0.02, -4.38, -9.18], [-0.18, -0.24, 3.99], [0.31, -5.13, -9.92], [-4.72, 1.89, 6.52], [6.60, -2.33, -3.78], [-2.34, -4.89, -6.99], [-5.34, 0.86, 8.87], [8.34, -1.44, -9.01], [-5.50, -0.37, 8.19], [4.01, -5.60, -8.53], [7.40, -1.97, -4.86], [0.02, 3.97, -2.90], [6.88, -3.61, -9.77], [-1.43, 3.83, 4.74], [5.45, -1.60, -3.51], [0.08, 1.27, 2.05], [0.74, -3.91, -6.12], [0.30, 0.73, -0.93], [-0.16, -1.93, 0.76], [5.60, 0.64, -6.04], [1.51, -0.10, 3.45]],
  "mulliken_charge": [-0.58, 0.41, 0.32, -0.67, 0.36, -0.21, 0.32, -0.38, 0.34, -0.26, 0.34, 0.34, 0.35, 0.37, 0.42, 0.22, -0.70, 0.37, 0.38, 0.25, -0.70, 0.35, -0.12, 0.27, -0.29, 0.32, -0.37, -0.49, -0.77, 0.22, 0.27, 0.41, 0.48, -0.57, 0.29, -0.36, 0.37, -0.39, 0.31, 0.24, -0.43, 0.41, 0.35, -0.22, -0.67, 0.33, 0.33, 0.34, -0.43, -0.58, 0.23, 0.24, -0.29, 0.47, 0.64, 0.23, 0.35, 0.25, 0.34, -0.38, -0.28, 0.41, -0.53, 0.28, -0.87, 0.32, 0.30, 0.17, -0.41, 0.32, 0.32, -0.71, -0.09, 0.34, -0.50, -0.27, -0.45, 0.23, 0.24, 0.32, -0.71, -0.41, 0.02, 0.25, 0.43, -0.51, 0.33, 0.29, -0.72, 0.33, 0.44, 0.27, 0.04, 0.24, 0.36, 0.39, 0.32, 0.30, 0.28, -0.81, -0.73, 0.32, 0.16, -0.74, 0.48, 0.25, -0.21, 0.33, -0.85, 0.32, 0.25, 0.43, -0.49, -0.38, -0.30, -0.60, -0.79, -1.07, 0.46, 0.38, -0.60, 0.24, -0.38, -0.17, 0.34, -0.84, 0.36, 0.42, 0.16]
}


{
  "formula": "C36H80N5O3",
  "method": "ωB97M-V/def2-TZVPD",
  "total_charge": 3,
  "homo_lumo_gap_ev": 9.42,
  "de_lowest_ev": 1.387,
  "species": ["H", "H", "H", "H", "C", "C", "H", "H", "H", "C", "H", "C", "H", "O", "H", "C", "H", "H", "C", "H", "H", "C", "H", "H", "H", "H", "H", "H", "C", "H", "H", "C", "C", "H", "H", "H", "C", "H", "H", "H", "O", "C", "N", "H", "H", "C", "C", "H", "H", "H", "C", "H", "O", "H", "C", "H", "H", "H", "H", "C", "H", "N", "H", "H", "C", "H", "H", "H", "H", "H", "H", "H", "C", "N", "C", "H", "C", "H", "H", "H", "H", "H", "C", "H", "C", "H", "C", "C", "H", "H", "H", "H", "H", "H", "H", "H", "H", "H", "H", "C", "H", "C", "C", "C", "C", "C", "C", "H", "C", "C", "H", "H", "H", "H", "C", "H", "H", "N", "C", "N", "H", "H", "H", "H"],
  "positions_angstrom": [[-3.44, -15.86, -40.04], [-10.48, -13.67, -38.25], [-5.04, -11.30, -31.30], [-5.02, -14.86, -37.05], [-5.68, -9.56, -35.05], [-5.59, -9.99, -33.56], [-5.19, -12.69, -36.31], [-11.90, -17.09, -39.36], [-8.72, -16.52, -36.14], [-8.47, -14.05, -30.57], [-4.31, -18.24, -31.19], [-11.45, -16.29, -42.08], [-2.77, -12.58, -39.04], [-6.64, -15.10, -34.93], [-7.32, -20.15, -30.10], [-9.39, -14.30, -31.78], [-6.11, -15.13, -38.79], [-5.99, -18.35, -41.58], [-4.10, -11.24, -31.86], [-5.05, -17.13, -32.50], [-3.55, -12.25, -36.57], [-3.70, -13.14, -39.18], [-5.94, -8.48, -37.26], [-4.76, -9.02, -35.29], [-7.69, -13.42, -31.01], [-10.03, -16.14, -35.18], [-10.19, -14.93, -31.40], [-4.52, -11.31, -38.36], [-7.77, -15.33, -30.11], [-1.50, -14.19, -37.72], [-7.74, -6.91, -34.97], [-9.66, -15.97, -36.19], [-7.26, -19.10, -29.81], [-11.50, -15.35, -42.62], [-10.78, -15.05, -40.48], [-12.49, -16.55, -41.87], [-8.22, -9.48, -35.05], [-5.60, -14.62, -40.38], [-5.24, -19.37, -29.19], [-12.05, -15.42, -36.31], [-5.08, -14.29, -33.61], [-9.88, -16.84, -38.54], [-3.47, -14.49, -38.52], [-5.50, -9.10, -32.94], [-8.70, -14.31, -37.17], [-5.70, -17.34, -29.18], [-5.52, -15.44, -39.67], [-4.65, -17.13, -29.05], [-11.64, -18.33, -37.59], [-1.79, -15.91, -38.32], [-8.52, -10.36, -36.26], [-7.37, -15.16, -29.10], [-6.66, -12.99, -34.40], [-11.00, -17.09, -42.67], [-11.59, -15.27, -37.29], [-5.78, -15.08, -30.91], [-5.18, -16.86, -42.12], [-3.68, -12.23, -31.76], [-10.66, -18.07, -40.11], [-2.00, -14.85, -38.42], [-9.06, -8.77, -35.03], [-10.60, -16.46, -37.26], [-9.02, -13.62, -29.74], [-10.39, -18.39, -36.44], [-6.96, -8.62, -36.93], [-4.54, -17.76, -40.76], [-8.21, -10.00, -34.10], [-7.25, -16.36, -40.53], [-4.10, -16.59, -38.60], [-3.84, -13.28, -40.25], [-6.41, -17.35, -39.32], [-5.82, -7.08, -34.75], [-4.74, -12.37, -38.34], [-6.93, -8.81, -35.40], [-4.41, -10.91, -33.32], [-5.73, -12.59, -38.73], [-6.62, -15.78, -30.97], [-6.49, -18.88, -31.78], [-9.69, -13.34, -32.21], [-9.58, -15.99, -41.13], [-8.30, -11.42, -36.12], [-6.73, -15.81, -32.06], [-6.11, -18.76, -28.90], [-9.16, -16.05, -38.77], [-5.46, -17.46, -41.25], [-7.06, -10.56, -37.94], [-4.11, -15.69, -39.21], [-6.27, -16.69, -40.18], [-11.92, -17.60, -35.97], [-3.43, -14.74, -36.31], [-6.51, -10.52, -33.28], [-6.11, -19.06, -27.85], [-9.25, -17.68, -38.25], [-5.67, -10.47, -35.65], [-3.52, -10.48, -33.81], [-11.16, -13.18, -36.72], [-12.39, -15.29, -38.02], [-1.64, -14.65, -39.44], [-9.58, -10.28, -36.50], [-10.87, -17.08, -39.70], [-9.28, -13.89, -35.56], [-10.71, -14.02, -37.25], [-9.50, -14.49, -36.44], [-4.05, -14.36, -37.12], [-11.21, -17.75, -36.78], [-10.63, -16.08, -40.81], [-7.70, -9.83, -37.45], [-8.18, -18.91, -29.26], [-4.34, -12.89, -36.97], [-4.74, -17.28, -31.47], [-6.39, -16.75, -28.58], [-7.53, -7.69, -37.02], [-6.92, -7.73, -33.66], [-4.45, -11.85, -33.87], [-6.84, -7.45, -34.71], [-8.85, -14.87, -32.54], [-7.88, -17.84, -31.55], [-6.08, -14.12, -34.35], [-6.99, -18.23, -31.07], [-6.02, -17.15, -30.67], [-3.42, -10.47, -31.50], [-8.38, -9.55, -38.25], [-8.53, -16.12, -30.09], [-4.01, -16.53, -31.18]],
  "mulliken_charge": [0.65, 0.33, 0.33, -0.17, -0.39, -0.25, -1.08, 0.58, 0.31, -0.46, 0.43, -1.43, 0.43, -0.64, 0.38, -0.97, -0.13, 0.43, -1.58, 0.45, 0.26, -1.24, 0.34, 0.54, 0.06, 0.47, 0.44, 0.55, -0.59, 0.39, 0.47, -1.30, -0.68, 0.40, 0.16, 0.34, -0.86, 0.36, 0.27, 0.47, -0.71, -0.01, 0.80, 0.49, -0.49, -0.50, 0.29, 0.30, 0.36, 0.33, 0.29, 0.43, -0.20, 0.36, -0.69, 0.46, 0.34, 0.37, 0.43, -1.06, 0.48, 0.35, 0.39, 0.41, -0.49, 0.36, 0.36, -0.20, 0.29, 0.42, 0.30, 0.32, -0.28, 0.32, 0.10, 0.13, -0.74, 0.38, 0.43, 0.03, -0.48, 0.21, -0.73, -0.05, -1.43, -0.20, -1.30, 0.09, 0.37, 0.36, 0.18, 0.50, 0.35, -0.42, 0.53, 0.42, 0.51, 0.51, 0.64, -0.86, 0.68, -0.80, 0.32, -0.97, -0.92, -0.14, -0.29, 0.32, 1.66, -1.23, 0.29, 0.36, 0.45, -0.46, -1.04, 0.01, 0.32, 0.59, -0.43, 0.58, 0.39, 0.43, 0.25, 0.39]
}


{
  "formula": "C36H82BaN3O10",
  "method": "ωB97M-V/def2-TZVPD",
  "spin_multiplicity": 2,
  "total_charge": 2,
  "homo_lumo_gap_ev": [6.22, 3.63],
  "species": ["C", "H", "H", "C", "H", "C", "H", "O", "C", "H", "H", "H", "H", "H", "C", "C", "C", "H", "C", "H", "H", "H", "C", "C", "H", "N", "H", "C", "H", "H", "H", "H", "H", "H", "H", "H", "C", "H", "H", "C", "H", "N", "C", "H", "C", "H", "H", "H", "C", "C", "H", "C", "C", "H", "C", "H", "H", "H", "C", "C", "N", "H", "H", "H", "H", "H", "O", "C", "H", "H", "O", "H", "C", "H", "H", "C", "H", "O", "H", "H", "H", "H", "H", "C", "H", "H", "H", "H", "C", "H", "H", "C", "H", "H", "H", "H", "H", "C", "H", "H", "H", "H", "H", "C", "H", "C", "O", "O", "H", "O", "C", "H", "H", "H", "H", "C", "C", "O", "C", "H", "H", "H", "C", "H", "Ba", "O", "O", "H", "H", "H", "H", "H"],
  "positions_angstrom": [[4.71, 2.95, 0.24], [1.11, -4.98, -3.20], [-1.66, -2.96, -1.20], [-3.82, 0.62, 3.27], [0.61, -1.90, 6.16], [-0.03, -3.41, 4.61], [0.13, -4.68, 1.50], [-1.19, -1.11, -3.10], [3.90, 0.85, -0.73], [-0.55, -5.25, 3.53], [-4.66, 4.66, -2.85], [-4.78, 2.34, 2.90], [-1.37, -5.15, 4.96], [-0.36, 2.72, 2.31], [3.03, 1.59, 1.46], [-2.80, -3.32, -3.62], [2.26, 3.11, -2.07], [1.09, -1.35, -1.96], [1.58, -1.99, -2.69], [4.46, 3.89, 0.73], [1.42, 2.35, 5.67], [1.84, -2.92, -2.20], [-0.81, -4.66, -4.11], [-1.61, -2.70, 2.70], [-2.38, 3.29, 0.69], [-0.68, -2.20, -3.72], [-0.15, -3.96, -1.55], [0.99, -0.91, -4.97], [2.34, 1.64, 4.34], [-1.35, 6.50, 1.12], [0.07, 2.69, -2.12], [4.91, 0.60, -0.40], [-1.25, -5.62, -3.85], [2.52, -1.46, -2.87], [-0.26, -1.06, 1.92], [-0.60, -3.17, 6.75], [0.23, -2.92, 6.09], [3.74, 0.83, 1.79], [2.06, -0.82, -5.10], [0.76, -2.13, -4.03], [-2.62, 4.65, -2.36], [1.14, -3.10, 3.71], [-3.00, 5.04, 1.35], [-1.06, -1.54, 4.47], [0.30, 1.65, 3.83], [-3.33, -4.24, -3.37], [1.07, -5.60, -4.84], [-2.48, -2.05, 2.56], [2.66, 1.76, -2.79], [2.13, -1.88, 1.80], [2.99, 2.34, 2.25], [-1.19, -2.58, 4.19], [3.92, 1.07, -2.22], [-2.04, -3.04, 4.71], [-5.07, 1.29, 2.94], [0.32, 0.86, 3.08], [-2.94, 0.88, 2.69], [3.09, -2.37, 1.90], [1.04, -4.08, 1.40], [3.18, 4.29, -2.52], [2.33, 2.79, -0.59], [2.98, 4.56, -3.56], [-1.71, -4.64, -1.53], [5.62, 2.54, 0.69], [2.02, 1.26, 1.22], [2.98, 5.12, -1.86], [-0.09, 0.63, -0.48], [-2.93, 3.36, -4.23], [-5.87, 1.15, 3.67], [-1.93, 2.97, -4.46], [-2.24, 0.92, -0.14], [-2.67, 2.90, -2.15], [1.41, 1.57, 4.91], [-3.55, 1.03, 4.24], [-3.14, 4.24, -4.83], [-0.40, -2.14, 1.89], [0.53, 4.42, -2.20], [-5.56, 0.76, 1.72], [0.52, -1.23, -5.90], [1.91, -4.72, 1.58], [-1.31, 5.28, 0.00], [4.23, 4.05, -2.34], [-0.92, -1.19, -2.18], [0.97, -2.81, 2.26], [2.17, -4.64, 3.82], [-6.19, 0.09, 1.97], [1.83, 1.11, -3.05], [-1.14, -4.53, -5.14], [-1.51, 5.42, 1.06], [4.06, 0.11, -2.72], [1.06, -3.51, 6.47], [0.81, 3.40, -2.49], [2.98, 2.13, -3.77], [3.26, -0.01, -0.50], [-3.14, 4.91, 2.42], [1.38, 0.60, 5.41], [0.34, -5.57, 5.07], [-1.18, -3.73, -1.80], [2.05, -1.56, 0.76], [-3.31, -2.52, -3.08], [-3.66, 2.59, -4.46], [5.05, 3.34, -0.71], [-3.90, -0.45, 3.45], [-1.06, 1.34, 0.05], [-0.68, 1.51, 4.29], [3.49, 2.11, 0.10], [0.07, 2.87, 3.15], [2.33, -3.72, 4.04], [0.93, -3.25, -5.78], [-0.79, 2.46, 0.56], [-3.09, 3.73, -2.72], [1.07, 3.41, 0.57], [0.77, 3.46, -3.58], [0.53, 1.36, -0.39], [-2.99, -3.08, -4.67], [1.26, -3.42, -4.76], [-1.36, -3.45, -3.33], [-4.44, 3.88, -2.34], [0.74, -4.78, -4.20], [-1.94, -3.69, 2.38], [4.80, 1.64, -2.51], [-0.69, -2.40, 0.87], [-0.38, -4.93, 4.56], [-0.79, 4.87, 1.66], [-4.88, 1.52, -0.85], [-3.21, 3.78, 0.76], [1.85, 3.82, 0.19], [0.65, 0.09, -4.68], [2.35, -3.48, -4.72], [1.18, -3.78, 0.37], [-3.60, 5.82, 0.90], [2.20, -1.01, 2.45]],
  "mulliken_spin": [0.00, 0.00, 0.00, 0.00, -0.01, -0.03, 0.00, 0.00, 0.00, 0.00, 0.00, 0.00, 0.00, 0.00, 0.00, 0.00, 0.00, 0.00, 0.00, 0.00, 0.00, 0.00, 0.00, -0.01, 0.00, 0.00, 0.00, 0.00, 0.00, 0.00, 0.00, 0.00, 0.00, 0.00, -0.01, 0.00, 0.05, 0.00, 0.00, 0.00, 0.00, 0.73, 0.00, 0.00, 0.00, 0.00, 0.00, 0.00, 0.00, 0.07, 0.00, 0.02, 0.00, 0.00, 0.00, 0.00, 0.00, 0.01, 0.08, 0.00, 0.00, 0.00, 0.00, 0.00, 0.00, 0.00, 0.00, 0.00, 0.00, 0.00, 0.00, 0.00, 0.00, 0.00, 0.00, 0.02, 0.00, 0.00, 0.00, 0.00, 0.00, 0.00, 0.00, -0.02, 0.03, 0.00, 0.00, 0.00, 0.00, 0.00, 0.00, 0.00, 0.00, 0.00, 0.00, 0.00, 0.00, 0.00, 0.01, 0.00, 0.00, 0.00, 0.00, 0.00, 0.00, 0.00, 0.00, 0.01, 0.00, 0.00, 0.00, 0.00, 0.00, 0.00, 0.00, 0.00, 0.00, 0.00, 0.00, 0.00, 0.00, 0.00, 0.07, 0.00, 0.00, 0.00, 0.00, 0.00, 0.00, 0.02, 0.00, -0.03]
}


| no. | E (Eh) |
| --- | --- |
| 1 | -2600.9536 |
| 2 | -1918.1313 |
| 3 | -2362.3708 |